41
Properties=species:S:1:pos:R:3 method="wB97M-V/def2-TZVPD" lumo_ha=-0.0045 gap_ev=8.425 multiplicity=1
N -0.245 -1.873 -5.065
I -1.712 3.363 0.740
N -1.899 -0.005 -4.911
N 5.529 1.294 0.595
N -3.136 -0.063 0.631
N -1.032 -0.958 -4.938
C 5.169 0.291 -0.210
C 4.615 1.561 1.526
C -4.061 -0.652 1.300
C -2.554 2.559 -2.289
C -2.544 1.968 -3.570
C -1.460 0.187 -2.486
C 4.001 -0.556 -0.089
C 3.482 0.728 1.827
C 0.474 -0.080 0.345
C -3.710 -1.304 2.423
C -1.797 2.132 -1.188
C -2.045 0.663 -3.715
C -1.295 0.855 -1.287
C 3.211 -0.384 1.005
C 0.827 -1.035 1.352
C -0.871 0.187 0.009
C -2.464 -1.546 2.857
C -0.134 -1.405 2.320
C -1.858 -0.282 0.925
C -1.427 -1.080 2.047
C 2.253 -1.389 1.555
H 5.872 -0.114 -0.876
H 4.743 2.377 2.088
H -5.124 -0.758 0.981
H -2.975 3.544 -2.338
H -2.991 2.433 -4.444
H -1.082 -0.843 -2.456
H 3.902 -1.360 -0.752
H 2.835 0.830 2.754
H 1.214 0.423 -0.273
H -4.475 -1.558 3.156
H -2.282 -2.042 3.805
H 0.113 -2.257 3.099
H 2.439 -2.298 0.965
H 2.492 -1.553 2.581

46
Properties=species:S:1:pos:R:3 method="wB97M-V/def2-TZVPD" lumo_ha=-0.1446 charge=+1 gap_ev=7.203 multiplicity=1
Sn 0.061 -0.127 -2.181
O 2.222 -2.320 2.471
C 2.820 -2.562 1.295
C 4.208 -2.701 1.297
C 4.885 -2.975 0.130
C 4.201 -3.116 -1.079
C 2.839 -2.944 -1.102
C 2.124 -2.656 0.073
C 0.694 -2.383 -0.052
O 0.219 -2.106 -1.209
N -0.021 -2.424 1.073
N -1.330 -2.181 1.159
C -2.064 -2.353 2.234
C -3.408 -2.033 1.939
C -4.621 -2.051 2.635
C -5.755 -1.707 1.937
C -5.707 -1.354 0.579
C -4.518 -1.325 -0.125
C -3.387 -1.670 0.590
O -2.121 -1.737 0.101
H 1.259 -2.307 2.345
H 4.731 -2.597 2.238
H 5.961 -3.090 0.150
H 4.737 -3.356 -1.986
H 2.282 -3.047 -2.023
H -1.614 -2.691 3.152
H -4.657 -2.322 3.681
H -6.710 -1.712 2.443
H -6.624 -1.103 0.064
H -4.466 -1.069 -1.174
O -2.392 3.576 -1.684
S -1.089 3.097 -1.974
O -0.850 2.496 -3.278
N -0.528 1.892 -0.915
C 0.748 2.132 -0.687
S 1.808 0.797 -0.515
C 1.179 3.520 -0.885
C 2.344 4.135 -0.461
C 2.515 5.481 -0.758
C 1.557 6.184 -1.479
C 0.390 5.565 -1.919
C 0.222 4.238 -1.600
H 3.084 3.579 0.100
H 3.406 5.991 -0.417
H 1.718 7.231 -1.698
H -0.355 6.104 -2.488

49
Properties=species:S:1:pos:R:3 method="wB97M-V/def2-TZVPD" lumo_ha="-0.0277 / -0.0156" gap_ev="5.688 / 6.571" multiplicity=1 e_above_lowest_ev=0.000
Y 0.383 1.335 0.629
O 3.334 2.719 -2.491
C 2.658 2.028 -1.509
O 1.393 2.285 -1.312
C 3.364 1.327 -0.621
C 4.715 0.915 -0.773
C 5.295 0.075 0.123
C 4.521 -0.420 1.201
C 3.226 0.000 1.325
N 2.637 0.846 0.480
C 2.211 -0.466 2.433
O 2.507 -1.415 3.129
O 1.085 0.239 2.441
H 2.686 3.191 -3.007
H 5.227 1.271 -1.632
H 6.329 -0.170 0.018
H 4.929 -1.020 1.962
C 1.812 -5.128 -0.430
C 1.341 -3.768 -0.227
C 1.617 -2.736 -1.148
C 1.054 -1.512 -1.039
N 0.237 -1.225 0.000
C -0.036 -2.195 0.892
C 0.520 -3.449 0.821
H 2.696 -5.167 0.244
H 2.185 -5.426 -1.419
H 1.187 -5.938 -0.076
H 2.166 -3.000 -2.043
H 1.277 -0.788 -1.790
H -0.548 -1.877 1.798
H 0.318 -4.212 1.554
F -2.854 -1.794 0.186
B -2.878 -1.381 -1.087
F -2.503 -2.253 -1.995
O -1.052 2.952 1.127
C -2.086 2.443 0.612
N -2.003 1.205 0.015
C -3.208 0.820 -0.414
O -3.370 -0.132 -1.360
C -4.210 1.823 -0.057
C -5.613 1.886 -0.366
C -6.203 3.059 0.056
C -5.552 4.094 0.798
C -4.187 3.962 1.038
C -3.544 2.820 0.623
H -6.167 1.127 -0.848
H -7.238 3.173 -0.315
H -5.995 5.085 0.943
H -3.664 4.795 1.510

52
Properties=species:S:1:pos:R:3 method="wB97M-V/def2-TZVPD" lumo_ha="-0.0782 / -0.0692" gap_ev="6.835 / 7.089" multiplicity=2 e_above_lowest_ev=0.539
Tc -0.445 -0.064 -0.266
C 3.827 -0.064 -0.112
C 2.385 0.218 -0.304
N 1.449 -0.531 0.164
N 1.666 -1.660 0.915
C 0.516 -2.199 1.233
O -0.650 -1.707 0.909
C 0.524 -3.445 2.031
C -0.677 -4.087 2.318
C -0.675 -5.255 3.063
C 0.521 -5.783 3.527
C 1.720 -5.144 3.242
C 1.725 -3.980 2.494
C 1.907 1.380 -1.099
C 2.775 2.277 -1.687
C 2.257 3.319 -2.442
C 0.890 3.436 -2.592
C 0.074 2.503 -1.975
N 0.565 1.508 -1.249
H 3.955 -0.845 0.630
H 4.359 0.836 0.196
H 4.229 -0.398 -1.071
H -1.601 -3.665 1.952
H -1.610 -5.755 3.281
H 0.520 -6.695 4.109
H 2.653 -5.556 3.601
H 2.652 -3.476 2.260
H 3.840 2.141 -1.585
H 2.924 4.020 -2.924
H 0.450 4.221 -3.188
H -1.003 2.536 -2.079
O -6.063 2.330 0.538
C -4.822 1.843 0.396
C -3.765 2.210 1.233
C -2.532 1.644 0.996
N -2.339 0.789 0.006
C -3.340 0.418 -0.789
C -4.608 0.922 -0.636
C -2.873 -0.602 -1.794
O -3.576 -1.117 -2.612
O -1.576 -0.843 -1.621
C -1.267 1.863 1.790
O -1.184 2.624 2.714
O -0.297 1.109 1.319
H -6.107 2.945 1.279
H -3.880 2.904 2.056
H -5.407 0.604 -1.290
F 0.849 -1.114 -2.302
B 1.598 -0.680 -3.458
F 1.547 -1.641 -4.433
F 2.925 -0.455 -3.019
F 1.048 0.540 -3.884

42
Properties=species:S:1:pos:R:3 method="wB97M-V/def2-TZVPD" lumo_ha=-0.0041 gap_ev=7.289 multiplicity=1 e_above_lowest_ev=0.000 smiles="COc1cccc(F)c1-c1cc2c(/C=C/c3ccc(Br)cc3)nnc-2c[nH]1"
C -5.995 0.682 -0.516
O -4.655 0.489 0.013
C -4.063 -0.797 -0.132
C -4.697 -1.862 -0.819
C -4.027 -3.065 -0.950
C -2.841 -3.270 -0.339
C -2.201 -2.252 0.449
F -1.074 -2.512 1.065
C -2.821 -0.963 0.501
C -2.047 0.205 0.956
C -0.679 0.298 0.840
C -0.064 1.617 0.987
C 1.227 2.053 0.840
C 2.351 1.156 0.366
C 3.626 1.665 0.101
C 4.687 0.648 -0.306
C 5.739 0.873 -1.293
C 6.521 -0.190 -1.827
C 6.370 -1.473 -1.330
Br 7.394 -3.029 -1.898
C 5.522 -1.653 -0.244
C 4.679 -0.587 0.293
N 1.289 3.409 1.108
N 0.127 3.886 1.494
C -0.795 2.810 1.492
C -2.139 2.598 1.677
N -2.714 1.335 1.481
H -6.693 -0.091 -0.027
H -6.270 1.628 -0.340
H -5.967 0.482 -1.579
H -5.549 -1.650 -1.422
H -4.516 -3.747 -1.660
H -2.275 -4.098 -0.572
H 0.007 -0.481 0.468
H 2.205 0.099 0.204
H 3.967 2.698 0.357
H 6.044 1.801 -1.729
H 7.228 0.009 -2.616
H 5.535 -2.574 0.213
H 4.089 -0.785 1.171
H -2.777 3.390 2.100
H -3.747 1.248 1.423

45
Properties=species:S:1:pos:R:3 method="wB97M-V/def2-TZVPD" lumo_ha=-0.0319 gap_ev=8.110 multiplicity=1 e_above_lowest_ev=0.000
Ca 1.234 0.892 0.678
O 3.752 1.037 -3.268
C 3.182 0.890 -2.073
O 1.987 0.786 -1.914
C 4.166 0.856 -0.943
C 5.539 0.868 -1.073
C 6.290 0.804 0.099
C 5.660 0.726 1.326
C 4.266 0.710 1.367
N 3.564 0.783 0.242
C 3.499 0.577 2.709
O 4.185 0.629 3.712
O 2.235 0.416 2.596
H 3.039 1.055 -3.924
H 6.006 0.923 -2.045
H 7.371 0.813 0.043
H 6.203 0.675 2.259
O -0.236 -0.653 -0.040
C -1.544 0.065 -0.136
C -1.328 1.627 -0.452
O -2.175 2.105 -1.174
O -0.361 2.242 0.130
C -2.315 -0.563 -1.282
C -1.651 -1.179 -2.334
C -2.366 -1.718 -3.398
C -3.747 -1.635 -3.422
C -4.415 -1.006 -2.378
C -3.704 -0.474 -1.318
C -2.216 -0.119 1.215
C -2.311 0.911 2.143
C -2.857 0.673 3.400
C -3.306 -0.590 3.742
C -3.220 -1.625 2.818
C -2.684 -1.388 1.564
H -0.453 -1.559 0.211
H -0.570 -1.229 -2.332
H -1.836 -2.198 -4.211
H -4.305 -2.053 -4.250
H -5.494 -0.923 -2.393
H -4.230 0.030 -0.517
H -1.970 1.905 1.887
H -2.927 1.487 4.110
H -3.728 -0.771 4.722
H -3.579 -2.614 3.071
H -2.648 -2.191 0.835

53
Properties=species:S:1:pos:R:3 method="wB97M-V/def2-TZVPD" lumo_ha=-0.2039 charge=+1 gap_ev=6.397 multiplicity=1 e_above_lowest_ev=0.000
Mo -0.179 0.309 0.357
C 3.486 -4.046 -4.172
C 3.399 -2.880 -3.233
C 4.019 -1.671 -3.542
C 3.926 -0.581 -2.694
C 3.203 -0.711 -1.515
C 2.597 -1.912 -1.167
C 2.692 -2.984 -2.033
S 3.201 0.640 -0.412
O 3.579 0.244 0.902
O 3.810 1.774 -1.037
N 1.537 1.107 -0.357
C 1.240 2.402 0.052
C 2.026 3.396 0.636
C 1.364 4.537 1.025
C -0.030 4.656 0.894
C -0.739 3.604 0.381
N -0.093 2.517 -0.085
H 4.421 -4.034 -4.730
H 2.669 -4.010 -4.895
H 3.414 -4.991 -3.636
H 4.588 -1.581 -4.458
H 4.401 0.358 -2.937
H 2.116 -2.032 -0.208
H 2.239 -3.928 -1.761
H 3.087 3.261 0.774
H 1.927 5.349 1.466
H -0.539 5.558 1.198
H -1.816 3.607 0.285
Cl -1.629 0.354 4.969
C -2.652 0.486 3.618
C -4.061 0.400 3.770
C -4.906 0.512 2.706
Cl -6.604 0.391 2.941
C -4.402 0.710 1.390
C -5.152 0.804 0.203
C -4.500 0.948 -0.997
C -3.102 0.988 -1.034
N -2.374 0.918 0.064
C -3.008 0.781 1.258
C -2.144 0.686 2.367
O -0.846 0.825 2.039
H -4.461 0.237 4.762
H -6.231 0.752 0.246
H -5.050 1.017 -1.925
H -2.568 1.078 -1.972
F -1.115 -2.000 2.588
Te -0.375 -3.382 1.479
F 0.945 -0.829 1.339
F -0.096 -4.230 3.093
F -1.913 -4.472 1.417
F 1.430 -4.019 1.196
O -0.732 -0.915 -0.614

45
Properties=species:S:1:pos:R:3 method="wB97M-V/def2-TZVPD" lumo_ha=-0.0098 gap_ev=7.412 multiplicity=1 e_above_lowest_ev=3.294 smiles="O=C1CCC(=O)N1C1=NC2=NC(c3ccc(Cl)cc3)=C[C@H](c3ccc(Cl)cc3)N2N1"
O 4.077 0.118 1.498
C 4.227 0.866 0.602
C 5.638 1.178 0.190
C 5.376 2.546 -0.449
C 3.881 2.337 -0.855
O 3.430 3.070 -1.645
N 3.265 1.349 -0.224
C 2.162 0.558 -0.604
N 1.236 1.112 -1.316
C 0.175 0.295 -1.324
N -1.091 0.733 -1.599
C -2.221 -0.133 -1.286
C -3.635 0.083 -1.727
C -3.998 0.790 -2.863
C -5.335 1.041 -3.200
C -6.356 0.423 -2.380
Cl -8.058 0.745 -2.700
C -6.002 -0.315 -1.286
C -4.618 -0.461 -0.964
C -1.901 -1.355 -0.540
C -0.468 -1.740 -0.075
C -0.165 -1.585 1.367
C -0.570 -0.512 2.090
C -0.237 -0.394 3.458
C 0.766 -1.233 4.004
Cl 1.244 -1.074 5.626
C 1.270 -2.298 3.214
C 0.815 -2.459 1.979
N 0.557 -0.855 -0.744
N 1.891 -0.650 -0.186
H 6.296 1.289 0.956
H 6.034 0.469 -0.560
H 5.598 3.395 0.252
H 6.023 2.605 -1.302
H -3.239 1.170 -3.499
H -5.580 1.621 -3.987
H -6.705 -0.945 -0.738
H -4.356 -0.895 -0.041
H -2.622 -2.086 -0.300
H -0.297 -2.764 -0.277
H -1.246 0.206 1.647
H -0.461 0.516 4.041
H 1.943 -2.992 3.635
H 1.230 -3.219 1.259
H 2.028 -0.549 0.855